Molecular formula: C2H3OS
Method: DFT, the ωB97M-V functional and the def2-TZVPD basis

```
! wB97M-V def2-TZVPD RIJCOSX def2/J DEFGRID3
* xyz -1 1
C 3.09644 0.49173 -0.08428
C 0.11255 0.14425 0.04424
O 2.94922 1.65385 -0.08197
S 3.91129 -0.83959 0.04624
H -0.33723 0.31257 -0.89671
H -0.18834 1.08482 0.71887
H -0.12621 -0.76790 0.41269
*
```

Properties
electronic energy = -551.37160 a.u.
HOMO (alpha / beta) = -1.3 / -1.3 eV
E_LUMO (alpha / beta) = 3.42 / 3.42 eV
energy relative to the best compared isomer or geometry (same formula, charge and spin) = 272.99 kJ/mol
Kohn-Sham gap (alpha / beta) = 4.74 / 4.75 eV